# 1
{
  "formula": "C9H24ClIN5OP2Pd",
  "method": "the ωB97M-V functional and the def2-TZVPD basis",
  "symbols": ["C", "C", "H", "H", "H", "O", "I", "Pd", "P", "C", "C", "H", "H", "H", "H", "H", "H", "C", "H", "H", "H", "P", "C", "C", "H", "H", "H", "C", "H", "H", "H", "H", "H", "H", "Cl", "N", "N", "N", "C", "N", "N", "H", "H", "H"],
  "positions_angstrom": [[-0.9768, -7.4453, -0.2342], [-1.0542, -6.1822, 0.5845], [-1.2883, -8.3019, 0.3850], [0.0529, -7.6080, -0.5816], [-1.6405, -7.3715, -1.1068], [-1.3972, -6.0562, 1.7345], [-0.4497, -4.3961, -0.5315], [0.2174, 0.1254, -0.5052], [-2.0908, 0.0501, -0.8511], [-3.0941, 1.1122, 0.2121], [-2.1949, 0.8745, -2.4606], [-3.2210, 0.8148, -2.8330], [-3.9708, -1.3366, -1.4229], [-1.4968, 0.3756, -3.1377], [-2.3937, -2.2058, -1.6141], [-2.6484, 2.1145, 0.2175], [-1.8911, 1.9179, -2.3147], [-2.9759, -1.5167, -0.9916], [-4.1223, 1.1512, -0.1733], [-3.0722, -1.9502, 0.0112], [-3.0825, 0.6851, 1.2222], [2.2060, -0.5419, 0.4875], [2.6763, 0.2479, 2.0447], [2.5406, -2.3044, 0.7435], [3.1342, -0.3606, -1.7104], [4.4188, -0.3212, -0.4451], [3.4093, 1.1243, -0.7617], [3.4235, 0.0299, -0.7302], [2.2504, -2.8741, -0.1478], [3.6102, -2.4413, 0.9599], [3.7204, 0.0046, 2.2781], [2.0165, -0.1295, 2.8351], [1.9440, -2.6629, 1.5916], [2.5605, 1.3348, 1.9663], [0.3833, -1.7565, -1.9332], [-0.9845, 5.3407, -1.1067], [-0.4547, 4.2689, -0.3905], [0.8525, 4.3300, 0.0149], [1.1566, 3.0384, 0.1059], [0.1470, 2.2311, -0.2583], [-0.8710, 3.0233, -0.6747], [-1.9976, 5.3437, -1.0262], [-0.5512, 6.1898, -0.7625], [2.1416, 2.6755, 0.3880]],
  "forces_ev_per_a": [[-0.166, -0.910, 0.140], [-0.897, -1.039, 2.378], [0.085, 0.408, -0.098], [-0.171, 0.303, 0.081], [0.164, 0.257, 0.187], [1.019, 0.376, -3.071], [-0.106, 0.298, 0.433], [-0.020, 0.255, -0.262], [-3.079, 0.214, -0.430], [0.462, -0.139, 0.641], [1.011, -0.045, -0.022], [0.016, -0.093, 0.079], [0.259, 0.013, 0.103], [-0.265, 0.154, -0.256], [-0.341, 0.204, 0.014], [-0.390, -0.408, 0.112], [-0.223, -0.340, -0.275], [0.469, -0.350, 0.265], [0.215, -0.104, 0.021], [-0.129, 0.045, -0.201], [-0.235, 0.260, -0.098], [2.460, -0.941, 1.158], [-0.670, 0.206, 0.097], [-0.557, -0.185, -0.086], [0.299, 0.058, 0.031], [-0.070, -0.042, 0.059], [0.167, -0.175, -0.104], [-0.748, 0.272, -0.394], [0.293, 0.182, 0.223], [-0.256, 0.120, -0.056], [-0.147, -0.028, -0.106], [0.240, 0.167, -0.003], [0.199, 0.054, -0.110], [0.102, -0.265, 0.208], [0.207, 0.104, -0.399], [-0.033, -0.603, 0.811], [1.772, -1.778, -1.999], [-1.739, -0.975, 0.012], [0.144, 0.862, -0.006], [-0.520, 1.480, -0.813], [1.557, 1.482, 1.537], [0.021, 0.133, 0.077], [-0.037, 0.191, 0.101], [-0.365, 0.321, 0.021]],
  "multiplicity": 5,
  "e_homo_ha": [-0.64713, -0.68732],
  "charge": 3,
  "e_tot_ha": -2273.61557,
  "s_squared": 6.027
}



# 2
{
  "formula": "C9H24CoN3SbSe4Si",
  "method": "the ωB97M-V functional and the def2-TZVPD basis",
  "symbols": ["Co", "C", "C", "N", "C", "C", "N", "C", "C", "N", "H", "H", "H", "H", "H", "H", "H", "H", "H", "H", "H", "H", "H", "H", "H", "C", "Si", "C", "C", "H", "H", "H", "H", "H", "H", "H", "H", "H", "Se", "Sb", "Se", "Se", "Se"],
  "positions_angstrom": [[0.0857, -0.0324, -0.3980], [1.9815, -0.7004, 1.9691], [0.6614, -1.4550, 2.1630], [-0.4699, -0.6533, 1.6942], [-0.8174, 0.5055, 2.5264], [-1.0704, 1.7441, 1.6618], [-0.0127, 1.8879, 0.6637], [1.3090, 2.2607, 1.1996], [2.4237, 1.3697, 0.6527], [2.0329, -0.0507, 0.6548], [2.8064, -1.4062, 2.0937], [2.0981, 0.0572, 2.7475], [0.5568, -1.7535, 3.2146], [0.6818, -2.3631, 1.5566], [-1.2789, -1.2473, 1.5683], [0.0074, 0.6999, 3.2148], [-1.6991, 0.3078, 3.1422], [-1.1695, 2.6223, 2.3135], [-2.0092, 1.6186, 1.1194], [-0.2918, 2.5313, -0.0718], [1.2715, 2.2046, 2.2913], [1.5527, 3.2943, 0.9449], [3.3391, 1.5426, 1.2295], [2.6229, 1.6374, -0.3851], [2.6425, -0.5469, 0.0156], [-0.7749, -3.2670, -1.5927], [-1.5413, -1.5203, -1.4391], [-3.0305, -1.8513, -0.2505], [-2.3700, -1.1618, -3.0977], [-1.4679, -3.9657, -2.0758], [-0.5318, -3.6761, -0.6067], [0.1426, -3.2370, -2.1848], [-3.8012, -2.4240, -0.7793], [-3.5010, -0.9307, 0.1080], [-2.7465, -2.4565, 0.6195], [-3.1646, -1.8873, -3.2995], [-1.6360, -1.1999, -3.9044], [-2.8022, -0.1590, -3.1095], [2.1985, 2.8333, -5.6578], [2.0429, 2.8047, -3.1307], [0.7879, 0.6624, -2.5779], [4.2821, 2.6598, -2.2311], [0.6593, 4.7011, -2.5721]],
  "forces_ev_per_a": [[0.249, 0.411, -0.140], [-0.069, -0.003, -0.025], [0.048, 0.063, -0.048], [-0.154, -0.116, 0.278], [0.077, 0.085, -0.061], [0.029, -0.059, 0.009], [-0.169, -0.047, -0.095], [0.069, -0.037, 0.013], [-0.276, -0.007, 0.018], [-0.027, -0.161, 0.041], [0.022, 0.028, 0.048], [0.005, 0.027, -0.028], [0.032, -0.015, 0.002], [-0.040, 0.003, -0.009], [-0.001, 0.019, -0.095], [-0.012, 0.003, 0.011], [0.007, -0.002, 0.013], [0.011, 0.010, -0.012], [-0.011, 0.015, 0.010], [0.079, 0.079, -0.026], [-0.025, -0.005, 0.004], [-0.025, 0.012, -0.021], [0.035, 0.004, -0.064], [0.137, -0.016, 0.128], [0.029, 0.017, 0.008], [-0.182, 0.002, -0.157], [-0.010, -0.198, 0.646], [-0.056, -0.109, -0.203], [0.072, 0.079, 0.017], [0.028, -0.032, 0.002], [0.041, 0.030, 0.002], [0.006, -0.022, 0.008], [-0.033, -0.007, 0.055], [0.021, 0.005, 0.009], [0.027, 0.043, 0.020], [0.023, -0.022, -0.019], [-0.013, 0.010, -0.018], [-0.004, -0.004, -0.008], [-0.008, 0.011, 0.009], [-0.122, -0.347, 0.481], [0.123, 0.156, -0.764], [0.148, 0.072, -0.139], [-0.081, 0.028, 0.100]],
  "multiplicity": 5,
  "e_homo_ha": [-0.13276, -0.15210],
  "charge": -1,
  "e_tot_ha": -12039.94595,
  "s_squared": 6.023
}



# 3
{
  "formula": "C9H24MgN4S3",
  "method": "the ωB97M-V functional and the def2-TZVPD basis",
  "symbols": ["Mg", "S", "S", "C", "C", "C", "N", "C", "C", "H", "H", "H", "H", "H", "H", "H", "H", "C", "H", "H", "H", "H", "H", "H", "H", "C", "C", "H", "H", "H", "H", "N", "N", "C", "N", "S", "H", "H", "H", "H", "H"],
  "positions_angstrom": [[0.0748, 0.1112, -0.1195], [0.7239, -1.0542, -2.3431], [0.2814, 2.1296, 1.5003], [1.9961, 0.0825, -3.0318], [-0.8003, -0.3322, -3.0785], [-1.1507, 1.0989, -2.6923], [-1.3459, 1.2612, -1.2148], [-1.3699, 2.6939, -0.7752], [-1.2316, 2.8392, 0.7339], [-1.6081, -1.0208, -2.7949], [-0.6375, -0.4237, -4.1578], [-2.0840, 1.3610, -3.2152], [-0.3699, 1.7850, -3.0383], [-2.3317, 3.1472, -1.0611], [-0.5736, 3.2496, -1.2817], [-2.0701, 2.3529, 1.2508], [-1.2153, 3.8934, 1.0316], [1.5744, 3.1515, 0.6843], [-2.3016, 0.9298, -1.0463], [1.4950, 3.1418, -0.4124], [2.5554, 2.7474, 0.9741], [1.4791, 4.1823, 1.0617], [2.9631, -0.1734, -2.5747], [1.7789, 1.1429, -2.8375], [2.0486, -0.0999, -4.1168], [-5.0925, -2.1148, 1.0046], [-4.2313, -2.8705, 1.7106], [-5.3931, -2.3830, -0.0177], [-5.5566, -1.2141, 1.4297], [-3.8018, -3.7918, 1.2946], [-3.9637, -2.6231, 2.7468], [-0.3449, -1.5269, 1.2646], [0.8766, -1.9156, 1.8575], [2.0561, -1.3427, 1.5400], [3.1111, -1.7981, 2.2550], [2.3911, -0.1512, 0.3490], [-0.7500, -2.3397, 0.7812], [-0.9997, -1.2443, 2.0069], [0.8490, -2.6505, 2.5659], [4.0142, -1.4015, 2.0889], [2.9949, -2.5005, 2.9810]],
  "forces_ev_per_a": [[0.246, 0.246, -0.195], [-0.477, 0.803, -0.106], [-0.337, 0.253, -0.779], [0.010, -0.149, -0.102], [0.281, -0.524, -0.310], [-0.071, 0.038, -0.185], [-0.313, 0.102, -0.138], [-0.089, 0.162, -0.014], [0.166, 0.182, 0.595], [0.176, 0.082, -0.150], [-0.420, 0.204, 0.122], [0.330, 0.062, 0.080], [-0.170, -0.041, 0.209], [0.335, -0.021, -0.045], [-0.140, -0.230, -0.026], [0.163, 0.171, -0.035], [-0.340, -0.137, -0.258], [0.008, 0.070, 0.164], [0.306, -0.110, 0.111], [-0.016, -0.046, 0.385], [-0.433, 0.125, -0.034], [0.037, -0.434, -0.178], [-0.410, -0.006, -0.159], [0.011, -0.397, -0.018], [-0.002, 0.109, 0.449], [0.478, -0.268, 0.273], [-0.303, 0.414, -0.385], [0.153, 0.071, 0.520], [0.227, -0.471, -0.149], [-0.251, 0.393, 0.172], [-0.190, -0.102, -0.442], [-0.113, -0.223, 0.078], [-0.245, -0.031, 0.067], [1.888, -0.091, 0.477], [-1.582, -0.097, -0.245], [0.286, -0.837, 0.867], [0.081, 0.275, 0.254], [0.243, -0.199, -0.287], [-0.096, 0.334, -0.325], [0.310, 0.046, -0.030], [0.262, 0.269, -0.228]],
  "e_homo_ha": -0.55542,
  "charge": 2,
  "e_tot_ha": -1970.52848
}